Record 1
The following is a DFT calculation (ωB97M-V/def2-TZVPD) of a molecular structure, C18H29N2O4P2S2Zr at a distorted geometry.

```
58
Properties=species:S:1:pos:R:3:forces:R:3
C -0.45695 -3.53711 -0.95315 0.04 0.11 0.35
O 4.31418 0.12143 -0.10662 3.19 -0.22 0.57
H 1.66815 -0.79526 -4.94211 0.04 0.19 0.03
H -2.50481 -2.94038 -2.78557 -0.03 0.34 0.24
C 1.65902 -0.00365 -4.19964 -0.08 -0.21 0.32
S 0.13903 0.70979 2.82501 -1.02 -0.66 -0.19
C -2.75654 0.75474 4.73753 0.33 -0.50 -0.50
C 2.84536 2.39192 1.26308 0.30 -0.20 0.35
S -3.12083 -1.50696 1.51116 0.50 0.12 -0.61
H -1.01824 -3.71014 -0.02520 0.21 -0.25 -0.23
H 5.60468 -3.60008 -2.88476 0.22 -0.08 0.13
O -3.91525 -0.97099 0.42598 0.33 -0.51 0.95
H 3.45118 1.58804 0.80044 -0.38 0.42 0.18
C -4.83104 -0.83293 3.62732 0.33 -0.08 0.04
C 2.25646 1.21541 -4.41365 -0.03 0.06 0.36
H -3.20662 -1.84644 -1.49863 0.11 -0.26 -0.49
H 4.69051 -4.49351 -2.10582 -0.52 -0.32 0.20
H -5.60121 -1.44612 3.16798 -0.05 0.20 0.20
H -1.93316 1.36312 5.12069 -0.40 -0.13 0.00
H 0.61912 -3.61961 -0.75565 -0.33 0.02 0.11
H -0.27716 -1.78051 -3.81145 0.17 0.14 -0.03
C -5.05224 -0.05703 4.77065 0.34 0.08 -0.04
O 5.59933 -4.21283 -2.13834 0.32 0.41 -0.32
C -3.56748 -0.80686 3.06175 -0.59 0.37 0.73
H 4.40325 -0.60906 0.59525 -0.07 1.51 -1.63
H 1.02365 4.54145 1.63256 -0.13 -0.01 -0.01
P 1.18922 2.39601 0.57228 0.37 0.37 -1.25
O -2.83622 -2.92191 1.55951 -0.41 1.06 0.02
H 2.60776 3.14043 -3.48353 0.05 -0.17 -0.15
H -6.03649 -0.05896 5.23078 0.18 0.03 -0.05
H 5.28236 0.49197 -0.29441 -3.02 -1.52 0.81
C 1.47525 2.94763 -1.16255 0.08 0.48 0.25
H 2.78762 2.21019 2.34114 0.07 0.05 -0.10
H -0.76769 -4.23861 -1.74180 0.02 0.26 0.26
H -0.35592 4.22843 0.54650 0.02 -0.08 0.15
H 0.67663 3.67689 -1.39289 0.21 -0.44 -0.13
P -0.81494 -1.81949 -1.43830 0.60 -0.78 -1.54
C -1.38789 -0.04306 2.71388 0.50 -0.28 -2.16
C 0.33078 -1.59992 -2.92126 -1.35 0.74 1.17
H 3.29645 3.37646 1.08363 -0.06 -0.18 0.10
C 0.30618 3.78773 1.29658 -0.20 0.35 0.26
H -4.22371 1.34556 6.19674 0.03 -0.19 -0.27
H -1.45690 1.31404 -0.32144 -1.92 1.93 -1.01
Zr -0.24381 0.25827 0.12900 3.24 -3.26 2.62
H 2.76827 1.42740 -5.33287 0.11 0.13 -0.26
N 0.92978 0.65095 -1.98023 0.18 -0.09 -0.55
C -4.02655 0.73554 5.31473 -0.04 -0.21 -0.12
N -1.67174 -0.66309 1.52773 0.94 0.12 0.81
H 2.41077 3.52924 -1.14473 -0.23 -0.20 -0.33
C 1.01231 -0.26040 -2.99426 -0.34 0.12 -0.16
C 2.18235 2.14655 -3.39495 0.05 0.26 0.32
C -2.52247 -0.03620 3.59669 -1.43 0.19 0.96
C 1.53959 1.84817 -2.20067 -0.12 0.12 -0.02
H 1.04017 -2.38266 -2.85796 0.95 -0.77 0.06
H 1.74385 -1.72029 0.75553 -1.08 1.09 -0.63
C -2.42998 -1.97101 -2.26889 -0.34 0.31 0.18
H -0.29439 3.44585 2.14474 0.15 0.16 -0.12
H -2.54302 -1.15811 -2.99756 -0.02 -0.14 0.18
```
Forces are in eV/Å.

E_tot ... -2639.6249 Eh
Energy relative to the best compared isomer or geometry (same formula, charge and spin) ... 41.1 kcal/mol
Net charge ... +1
Orbital gap (spin up / spin down) ... 0.2048 / 0.2049 Eh

Here are the Mulliken charges for atoms 1 to 6, given in e: number 1, C, carries -1.28; number 2, O, carries -0.68; number 3, H, carries 0.50; number 4, H, carries 0.43; number 5, C, carries -0.84; number 6, S, carries -0.38


Record 2
The following is a DFT calculation (ωB97M-V/def2-TZVPD) of a molecular structure, C13H17AuBrO at a distorted geometry.

```
33
Properties=species:S:1:pos:R:3:forces:R:3
H -1.76906 0.07174 1.74768 0.26 0.05 -0.20
Br 2.93119 0.34781 -0.51659 0.19 0.24 -0.45
H 3.15339 1.04375 -3.84697 -0.19 0.03 0.21
C 2.14301 0.67870 -3.96987 -1.37 0.09 -0.51
Au 0.92634 0.55722 -2.21431 -0.83 0.35 2.23
H -0.99974 2.07568 0.07736 -0.28 -0.26 0.01
C 0.93375 1.45323 -4.30805 1.88 -0.05 -0.59
H 2.34649 -1.57576 -3.72642 -0.08 0.15 0.04
H 0.79039 -0.53292 3.73142 -0.23 0.23 0.38
C 1.71511 -0.72597 -3.95278 -0.40 0.54 -1.98
C 0.39978 -0.78444 -4.53970 0.79 -0.27 -0.56
C 1.29007 -0.02742 2.90159 0.01 -0.57 0.05
H -2.07701 -2.17531 0.31688 0.34 0.36 -0.19
H 2.18588 0.46752 3.28196 -0.13 0.09 0.01
C -0.05019 0.52360 -4.79007 0.20 -0.43 -0.09
H 3.46336 -2.12329 1.17185 -0.24 0.05 0.15
C 3.02150 -1.80556 2.12240 -0.31 -0.07 0.63
H -0.09655 -1.69693 -4.87415 0.08 0.32 0.43
C -1.61573 0.01349 0.67262 -0.09 0.48 -0.98
H -0.95795 0.80643 -5.32352 0.13 -0.15 0.45
C 1.68944 -1.10842 1.93272 2.33 1.55 -0.45
H -1.50939 -1.63676 -2.26206 -0.30 0.36 0.33
H 0.91849 2.54977 -4.39595 -0.07 -0.76 -0.10
H 1.74891 -0.71106 0.72314 0.44 0.53 0.65
H 3.71277 -1.13381 2.63053 0.16 -0.02 -0.02
C -1.57359 -0.91251 -1.44179 0.55 0.08 0.81
O 0.84144 -1.63341 1.10174 -2.29 -1.95 -0.71
H -1.50584 1.08694 -2.42247 -0.36 0.16 0.03
H 0.60616 0.69698 2.45096 0.10 -0.17 0.01
C -1.27137 1.05334 -0.18519 -0.20 -1.14 -0.03
H 2.87438 -2.68116 2.76487 0.16 -0.21 0.02
C -1.78126 -1.20804 -0.09943 -0.33 0.86 -0.91
C -1.17546 0.51165 -1.56813 0.08 -0.49 1.33
```
Forces are in eV/Å.

E_tot ... -3290.3316 Eh
Net charge ... -1
Orbital gap (spin up / spin down) ... 0.2273 / 0.2124 Eh
Spin multiplicity ... 3

Here are the Mulliken charges for atoms 1 to 6, given in e: number 1, H, carries 0.54; number 2, Br, carries -0.63; number 3, H, carries 0.52; number 4, C, carries -0.60; number 5, Au, carries 0.69; number 6, H, carries 0.35